Entry 1:
The following is a quantum chemistry calculation of a single C12H19O4P molecule, from the OMol25 dataset.

Properties
**Max |F|**: 1.1 eV/Å
**E**: -30234.080 eV
**SMILES**: CCOP(=O)(OCC)c1cc(CC)ccc1O
**Highest occupied orbital energy**: -8.53 eV
**Multiplicity**: 1
**Relative energy (zero: lowest compared OMol25 entry of this formula, charge and spin)**: 0.0 kcal/mol
**Kohn-Sham gap**: 0.345 Ha
**Lowest unoccupied orbital energy**: 0.9 eV
**Molecular weight**: 258.25 g mol⁻¹

```
36
Properties=species:S:1:pos:R:3:forces:R:3
C -3.4036 -2.3421 1.0091 0.3 0.2 0.0
C -1.9148 -2.1585 1.2491 -0.2 -0.7 0.0
H -1.3427 -2.5723 0.4102 0.0 0.0 0.1
H -1.6013 -2.6610 2.1697 0.0 0.1 -0.2
O -1.5869 -0.7853 1.4323 0.2 0.7 -0.4
P -1.2680 0.0861 0.1336 0.3 0.2 0.9
O -2.2106 -0.0736 -0.9951 0.3 -0.1 -0.2
O -1.2992 1.5013 0.8743 0.0 -0.8 0.0
C -1.1516 2.6699 0.0758 0.0 0.7 -0.4
C -2.4868 3.1319 -0.4832 0.2 -0.2 0.2
H -2.3492 4.0336 -1.0741 0.0 0.1 -0.1
H -3.1777 3.3366 0.3302 -0.1 0.1 0.1
H -2.9084 2.3502 -1.1087 -0.1 0.0 -0.1
H -0.4442 2.4784 -0.7408 0.0 0.0 0.1
H -0.7228 3.4274 0.7396 0.0 -0.1 -0.2
C 0.4504 -0.2361 -0.3343 -1.1 0.1 -0.1
C 1.4297 -0.1510 0.6468 0.3 -0.1 0.0
C 2.7617 -0.3821 0.3545 -0.1 -0.1 0.3
C 3.0972 -0.6986 -0.9606 -0.2 0.0 0.0
C 2.1377 -0.7883 -1.9454 -0.1 0.0 -0.1
C 0.7913 -0.5584 -1.6498 0.2 0.0 0.1
O -0.1085 -0.6579 -2.6427 0.1 0.0 -0.2
H -1.0038 -0.4818 -2.2887 -0.1 0.0 0.0
H 2.4001 -1.0369 -2.9617 0.0 0.0 -0.1
H 4.1319 -0.8812 -1.2132 0.1 0.0 0.0
C 3.8200 -0.2422 1.4113 0.0 0.3 -0.1
C 4.3195 1.2022 1.4827 0.1 -0.2 0.1
H 5.0859 1.3028 2.2476 0.1 0.1 0.1
H 4.7406 1.5046 0.5265 0.0 0.1 -0.1
H 3.4984 1.8739 1.7225 -0.1 0.1 0.0
H 3.4115 -0.5293 2.3820 0.1 -0.1 0.0
H 4.6588 -0.9028 1.1838 0.0 -0.1 0.1
H 1.1183 0.0996 1.6513 0.1 0.0 0.2
H -3.6908 -1.8169 0.1026 -0.1 0.0 -0.1
H -3.9664 -1.9319 1.8434 -0.1 0.0 0.1
H -3.6344 -3.3988 0.9039 0.0 -0.1 0.0
```
Forces are in eV/Å.


Entry 2:
The following is a quantum chemistry calculation of a molecular structure, C14H27Br2ClCsFKLiMgO9, from the OMol25 dataset.

Properties
**Max |F|**: 9.8 eV/Å
**E**: -211209.641 eV
**Highest occupied orbital energy**: -6.40 eV
**Multiplicity**: 1
**Kohn-Sham gap**: 0.064 Ha
**Lowest unoccupied orbital energy**: -4.7 eV
**Molecular weight**: 756.87 g mol⁻¹

```
58
Properties=species:S:1:pos:R:3:forces:R:3
C -0.6503 1.3820 -1.8477 1.7 -2.9 0.0
C 0.6937 0.4436 -1.9857 1.7 -1.8 1.9
O 1.2207 -0.0975 -0.9545 -2.5 2.4 -3.9
O 1.1632 0.2558 -3.2729 -1.9 0.4 2.6
C 1.2566 -1.1525 -3.6224 0.9 -2.0 -0.3
C -0.1750 -1.8484 -3.7800 0.8 0.0 0.9
C -0.6198 -2.5479 -2.4235 0.1 -1.2 -0.8
C -1.9603 -3.4295 -2.5795 0.7 0.8 1.6
C -3.2669 -2.6239 -2.1980 0.3 0.2 0.2
C -3.7670 -1.6027 -3.2949 0.2 -0.5 0.0
Br -3.4678 -2.1647 -5.1663 0.0 0.2 0.8
O -5.2344 -1.5032 -3.1189 0.1 3.0 0.0
C -5.6769 -0.2351 -3.4292 -0.3 -0.4 -0.8
O -5.6152 0.2810 -4.5538 -0.7 -0.5 1.5
H -0.9424 1.5514 -0.7452 -0.3 -0.7 -5.1
H -1.4666 0.8218 -2.4018 1.2 0.7 0.7
H -0.4017 2.3753 -2.4343 0.8 -2.0 0.8
H 1.8997 -1.6937 -2.8547 -1.0 0.7 -0.5
H 1.7913 -1.2182 -4.6497 -1.3 0.6 1.3
H -0.0182 -2.6507 -4.5646 -0.4 1.1 0.8
H -0.9673 -1.1191 -4.1165 1.1 -0.7 0.0
H -0.7125 -1.8525 -1.5384 0.0 -0.7 -0.9
H 0.1922 -3.3096 -2.1709 -0.9 1.1 -0.2
H -1.8501 -4.2591 -1.7762 -0.4 1.6 -0.9
H -2.0070 -3.9727 -3.5710 -0.1 1.1 0.8
H -3.0009 -2.0016 -1.2792 -0.4 -0.7 -1.1
H -4.1140 -3.2991 -1.8528 0.9 0.7 -0.9
H -3.3308 -0.5594 -3.1885 -0.4 -1.4 -0.2
H -6.1768 0.3520 -2.5917 0.5 -1.1 -0.6
C 1.7400 1.2620 1.7494 2.8 -1.8 -0.2
O 1.2481 2.0906 2.6649 -0.9 0.3 -0.4
H 1.0552 0.9424 0.9459 4.5 -2.4 1.4
H 2.6033 1.6163 1.1544 0.3 0.4 0.1
H 2.1227 0.2805 2.0989 0.1 0.0 0.5
C 5.6790 -0.6507 6.9452 -0.3 2.0 -0.2
O 4.3708 -0.1262 7.1513 -0.2 0.2 0.3
C 3.8699 0.5352 6.0962 -0.4 0.1 0.0
O 4.4246 0.7056 5.0432 0.1 0.0 0.2
O 2.6482 0.9703 6.4236 0.3 -0.2 0.3
C 1.9850 1.7015 5.3842 -0.2 0.0 -0.3
H 5.9848 -1.1677 7.8600 -1.7 3.3 -1.1
H 5.6787 -1.3693 6.1318 -0.1 1.3 0.3
H 6.3906 0.1535 6.7495 0.0 0.1 0.0
H 1.8366 1.0746 4.5029 0.2 0.3 0.2
H 2.5471 2.5996 5.1270 0.0 -0.2 -0.1
H 1.0081 2.0039 5.7607 0.1 -0.2 0.2
Li -7.1609 1.4143 -5.5225 0.9 -0.4 0.3
Cl 6.0968 -3.1431 5.9083 -1.3 -3.3 -7.8
K -0.2626 1.7814 0.8164 -5.4 4.2 2.2
F 0.8789 -0.8219 -5.9490 -0.2 0.1 -1.1
Cs 6.6932 -2.9205 8.1942 3.6 -3.5 8.4
Mg -2.0404 -6.0299 -2.7996 -0.1 -1.5 -0.2
Br -1.8001 3.3808 -2.5732 -2.6 3.3 -0.2
C -2.0759 5.8839 0.4617 -0.4 1.8 -0.4
O -1.9426 5.8607 1.7695 0.0 -0.6 -0.5
H -1.2658 6.3642 -0.1230 0.7 -0.4 0.3
H -2.1397 4.8946 -0.0555 0.1 -0.9 -0.2
H -2.9691 6.3914 0.0460 -0.5 -0.2 0.5
```
Forces are in eV/Å.


Entry 3:
The following is a quantum chemistry calculation of a molecular structure, C18H39AlClF7MgN3O7S2, from the OMol25 dataset.

Properties
**Max |F|**: 8.3 eV/Å
**E**: -103307.999 eV
**Highest occupied orbital energy**: -13.75 eV
**Multiplicity**: 1
**Kohn-Sham gap**: 0.034 Ha
**Lowest unoccupied orbital energy**: -12.8 eV
**Molecular weight**: 693.38 g mol⁻¹
**Net charge**: +3

```
79
Properties=species:S:1:pos:R:3:forces:R:3
O 2.6361 0.6330 -0.8473 -1.8 2.4 -4.1
S 2.6140 1.5209 -2.1214 7.2 -1.2 2.2
O 4.1118 1.9005 -2.4239 -6.4 -1.1 0.1
O 1.9690 0.6977 -3.5095 0.0 0.6 2.9
C 1.7117 3.1457 -1.7816 -0.7 1.9 0.5
C 0.6738 3.0773 -0.5132 -0.2 -0.7 -0.2
C -0.5703 1.9860 -0.7368 1.2 -0.2 0.9
C -1.2080 2.0185 -2.2413 3.5 -0.2 0.1
N -2.6202 1.5313 -2.3793 -1.3 0.6 1.2
C -3.6703 2.4759 -1.8731 -3.4 -1.0 0.9
F -3.7745 2.6092 -0.4028 0.5 -0.5 -4.6
F -4.9972 1.9072 -2.3207 4.1 1.6 1.4
C -3.6206 3.9992 -2.4892 0.7 2.9 -0.1
F -3.0784 4.0307 -3.8891 -2.3 -0.2 5.0
F -2.6418 4.7965 -1.6594 -3.4 -2.7 -2.9
F -4.9590 4.6338 -2.3601 5.3 -2.5 -0.8
S -2.8585 -0.1254 -1.9219 1.5 -5.1 6.4
O -3.7498 -0.3631 -0.6814 2.4 1.8 -5.6
O -1.5264 -0.9321 -1.6822 -4.8 3.9 -2.6
F -3.6409 -0.9733 -3.2366 1.3 2.3 1.7
H 1.5400 -0.1468 -3.1827 0.7 1.1 -0.2
H 1.2036 3.5936 -2.7500 1.1 -1.3 1.8
H 2.5669 3.9233 -1.4843 -1.5 -2.1 -0.8
H 1.2530 2.7296 0.4545 -1.1 0.7 -2.1
H 0.2857 4.1643 -0.3222 0.7 -2.0 -0.5
H -0.0726 0.9254 -0.5426 -1.2 2.2 -0.5
H -1.3180 2.1755 0.1400 1.1 -0.3 -1.9
H -0.5344 1.2847 -2.9007 -1.7 1.7 1.3
H -0.9964 3.0954 -2.6836 -1.4 -2.3 0.7
C 3.9747 3.4109 2.0626 -0.2 0.2 -0.2
C 4.0705 2.9273 3.5062 0.3 0.1 -0.3
C 4.8660 1.6248 3.6547 -0.4 0.0 0.3
N 3.9992 0.3450 3.6716 -0.2 -0.3 -0.1
C 3.0353 0.2860 2.4985 0.3 0.3 0.5
C 4.9261 -0.8894 3.6153 0.1 0.1 -0.1
C 5.2245 -1.1958 5.0661 0.2 0.2 -0.2
C 3.8990 -0.9575 5.7502 0.0 1.0 -1.3
C 3.2472 0.2062 5.0151 0.0 -0.1 -0.5
H 3.3654 2.7515 1.4409 0.1 0.0 -0.1
H 3.5186 4.4059 2.0306 0.1 -0.2 0.0
H 4.9682 3.4839 1.6073 -0.1 0.0 0.1
H 3.0717 2.8572 3.9485 0.0 0.0 0.2
H 4.6016 3.7078 4.0665 -0.1 -0.3 0.1
H 5.4123 1.6360 4.6047 -0.1 -0.3 -0.2
H 5.5950 1.5171 2.8438 -0.2 -0.1 0.1
H 3.6116 0.3977 1.5761 -0.2 0.0 0.1
H 2.2931 1.0801 2.6090 0.2 0.0 -0.1
H 2.5237 -0.6817 2.5110 0.2 0.2 0.0
H 4.3694 -1.7122 3.1530 0.1 0.3 0.0
H 5.8115 -0.6616 3.0146 -0.4 -0.1 0.2
H 5.9939 -0.5194 5.4569 -0.2 -0.3 0.0
H 5.5802 -2.2214 5.1998 0.3 0.0 -0.2
H 4.0211 -0.7464 6.8171 0.2 0.0 0.9
H 3.2647 -1.8481 5.6671 0.2 -0.3 -0.1
H 3.3412 1.1449 5.5711 -0.1 -0.1 -0.2
H 2.1889 0.0098 4.8131 0.1 0.4 -0.1
C -5.9219 -5.5447 -3.2025 -1.0 0.9 1.5
C -5.6855 -4.0377 -3.2653 0.3 0.0 -0.8
C -6.4115 -3.3430 -4.4407 -0.4 0.6 0.9
O -5.8025 -3.5502 -5.7181 0.2 -1.7 -0.4
C -6.1064 -4.8018 -6.3149 -1.2 3.4 -0.8
N -4.2376 -3.7822 -3.3016 -0.6 -0.5 0.3
H -5.3287 -6.0991 -3.9346 0.5 -0.7 -0.5
H -5.6446 -5.9311 -2.2143 0.2 -0.1 -0.4
H -6.9779 -5.7839 -3.3666 0.2 -0.2 -0.2
H -6.0847 -3.6103 -2.3373 0.1 -0.1 -0.1
H -6.3703 -2.2599 -4.2685 0.1 -0.2 -0.2
H -7.4749 -3.6092 -4.4716 0.1 -0.1 -0.1
H -7.1264 -5.1290 -6.0943 0.3 -0.5 0.2
H -5.3829 -5.5531 -5.9934 -2.2 -0.5 -0.8
H -6.0041 -4.6924 -7.3995 0.2 -0.2 0.1
H -4.0818 -2.7755 -3.2372 0.4 -0.2 0.1
H -3.9112 -4.0159 -4.2436 0.2 0.4 -0.4
F 6.7251 -2.6119 3.5699 -0.2 0.0 0.2
Mg -4.0749 -6.0416 -5.4706 2.6 -0.6 1.7
Cl 5.5251 -0.9696 8.0134 0.1 0.0 0.7
O 1.5613 3.5149 5.6681 0.1 0.9 -1.3
H 1.6888 2.7723 6.2298 0.1 -1.2 1.3
Al 1.6251 -2.8180 6.3643 -0.3 -0.4 0.4
```
Forces are in eV/Å.


Entry 4:
The following is a quantum chemistry calculation of a molecular structure, C23H20GaN2O9S3, from the OMol25 dataset.

Properties
**Max |F|**: 1.1 eV/Å
**E**: -130468.153 eV
**Highest occupied orbital energy**: -6.36 eV
**Multiplicity**: 1
**Kohn-Sham gap**: 0.314 Ha
**Lowest unoccupied orbital energy**: 2.2 eV
**Molecular weight**: 634.34 g mol⁻¹
**Net charge**: -1

```
58
Properties=species:S:1:pos:R:3:forces:R:3
Ga -0.1966 -0.0458 0.1447 0.7 -0.6 0.0
C 4.7217 1.2282 -4.9325 0.0 0.0 0.0
C 4.0479 -0.0399 -4.3899 0.0 0.0 0.0
C 2.6002 -0.0611 -4.8856 0.0 0.0 0.0
C 4.7714 -1.2773 -4.9397 0.0 0.0 0.0
C 4.1293 -0.0528 -2.8641 0.0 0.0 0.0
C 5.3835 0.0457 -2.2312 0.0 0.0 0.0
C 5.5192 0.0468 -0.8580 0.0 0.0 0.0
C 4.3666 -0.0538 -0.0848 0.0 0.0 0.0
S 4.1726 -0.0192 1.6414 -0.1 0.0 0.0
C 2.4492 -0.1712 1.4299 0.1 0.0 0.0
N 2.0655 -0.2606 0.2000 -0.1 0.1 0.0
C 3.1166 -0.1731 -0.6929 0.1 0.0 0.0
C 2.9972 -0.1708 -2.0816 0.0 0.0 0.0
C 1.4600 -0.1238 2.5111 -0.1 0.0 0.1
C 1.8242 -0.1749 3.8538 0.0 0.0 -0.1
C 0.8418 -0.1049 4.8257 0.0 0.0 0.0
C -0.4909 0.0194 4.4498 0.0 0.0 0.0
C -0.8423 0.0708 3.1070 0.0 0.0 -0.1
C 0.1244 -0.0012 2.1102 0.0 0.1 -0.1
H 4.6563 1.2464 -6.0229 0.0 0.0 0.0
H 5.7767 1.2770 -4.6598 0.0 0.0 0.0
H 4.2277 2.1202 -4.5436 0.0 0.0 0.0
H 2.5936 -0.0252 -5.9771 0.0 0.0 0.0
H 2.0370 0.7977 -4.5156 0.0 0.0 0.0
H 2.0781 -0.9680 -4.5774 0.0 0.0 0.0
H 4.7246 -1.2875 -6.0313 0.0 0.0 0.0
H 4.3047 -2.1904 -4.5665 0.0 0.0 0.0
H 5.8223 -1.2869 -4.6446 0.0 0.0 0.0
H 6.2802 0.1267 -2.8330 0.0 0.0 0.0
H 6.4954 0.1320 -0.3989 0.0 0.0 0.0
H 2.0071 -0.2579 -2.5011 0.0 0.0 0.0
H 2.8678 -0.2709 4.1344 0.0 0.0 0.0
H 1.1121 -0.1447 5.8734 0.0 0.0 0.0
H -1.2578 0.0778 5.2128 0.0 0.0 0.0
H -1.8823 0.1772 2.8218 0.0 0.0 0.0
O -3.2831 -1.3644 -1.8678 0.0 0.0 0.0
S -3.0312 -0.0816 -1.2684 -0.2 0.2 0.1
O -4.1697 0.6944 -0.8633 0.0 -0.1 0.0
O -2.0676 -0.2297 -0.1201 0.0 0.2 -0.1
C -2.2449 0.9044 -2.5619 0.0 0.0 0.0
C -2.5645 0.4673 -3.8426 0.0 0.0 0.0
C -2.1865 1.1950 -4.9592 0.0 0.0 0.0
C -1.4844 2.3782 -4.8097 0.0 0.0 0.0
C -1.1370 2.8132 -3.5412 0.0 0.0 0.0
C -1.5070 2.0851 -2.4168 0.0 0.0 0.0
S -0.7864 2.6590 -0.8799 0.1 0.1 0.0
O -0.2147 3.9490 -1.1495 0.1 0.0 -0.1
O -1.7300 2.5710 0.1984 0.0 -0.1 -0.1
O 0.3214 1.6176 -0.7234 -0.5 0.0 0.2
H -3.1122 -0.4585 -3.9412 0.0 0.0 0.0
H -2.4453 0.8364 -5.9476 0.0 0.0 0.0
H -1.1927 2.9564 -5.6775 0.0 0.0 0.0
H -0.5642 3.7175 -3.3932 0.0 0.0 0.0
O -0.0653 -2.2921 0.1613 0.3 0.0 0.0
N 0.0879 -2.3087 -1.0860 -1.1 0.0 0.0
O 0.1517 -3.3177 -1.7380 0.4 -0.1 -0.1
O 0.0660 -1.1532 -1.6421 0.3 0.3 0.1
```
Forces are in eV/Å.